(1)
Below is a 2-piece molecular cluster, C3H9N2O overall at a distorted geometry, with properties calculated with wB97M-V/def2-TZVPD.

```
! RIJCOSX wB97M-V def2-TZVPD def2/J DEFGRID3
* xyz 1 1
C -2.2945 -2.0713 -0.2739
C 1.8009 1.8286 1.0956
C 0.9536 0.6986 0.7463
N -1.2713 -1.6539 -0.9728
N 0.6604 0.2887 -0.4361
O -3.4913 -2.3782 -0.9122
H 2.3207 2.1376 0.1106
H 2.6811 1.8159 1.9028
H 1.0567 2.6961 1.4225
H 0.5399 0.0548 1.5144
H -0.0341 -0.4994 -0.5343
H -1.1841 -2.0320 -1.8974
H -4.3764 -2.4104 -0.4232
H 0.9277 0.7631 -1.2799
H -2.3475 -1.8901 0.8022
*
```

Properties
ΔE to the lowest compared entry with this formula, charge and spin in eV: 2.2586
Maximum force in Eh/bohr: 0.06858
HOMO-LUMO gap in eV: 9.8406

---

(2)
Below is C37H37GeIrN2O2S2 as an isolated structure at a distorted geometry, with properties calculated with wB97M-V/def2-TZVPD.

```
! RIJCOSX wB97M-V def2-TZVPD def2/J DEFGRID3
* xyz 0 1
Ir -0.1733 2.0481 -0.5794
C 0.7039 4.9645 -1.5926
N -0.2177 4.4745 -0.5439
C 0.3186 4.7956 0.7841
C -0.3368 3.9467 1.8418
N 0.0633 2.5415 1.6823
C -0.8845 1.6485 2.3792
C 1.4289 2.3359 2.1522
C 1.6995 2.3410 3.5166
C 2.9821 2.1418 3.9940
C 4.0201 1.9389 3.0923
C 3.7625 1.9437 1.7362
C 2.4661 2.1402 1.2485
S 2.2250 2.1444 -0.4776
C -1.5440 5.0484 -0.7129
C -1.7019 6.4194 -0.8867
C -2.9499 6.9729 -1.1052
C -4.0699 6.1503 -1.1350
C -3.9275 4.7932 -0.9256
C -2.6657 4.2278 -0.7083
S -2.5725 2.5198 -0.3977
H 1.0373 5.9847 -1.3830
H 0.1952 4.9377 -2.5533
H 1.5749 4.3148 -1.6336
H 0.1560 5.8530 1.0166
H 1.3935 4.6038 0.7729
H -1.4232 4.0040 1.7523
H -0.0514 4.3240 2.8287
H -1.0604 1.9737 3.4078
H -0.4849 0.6377 2.3735
H -1.8320 1.6541 1.8453
H 0.8955 2.5051 4.2242
H 3.1700 2.1503 5.0591
H 5.0300 1.7810 3.4485
H 4.5564 1.7900 1.0171
H -0.8383 7.0729 -0.8539
H -3.0457 8.0387 -1.2615
H -5.0535 6.5691 -1.3022
H -4.7821 4.1292 -0.9189
O -0.8267 0.9967 -2.4504
C -1.0896 -0.0318 -1.7793
O -0.6755 -0.1157 -0.5834
C -1.8884 -1.1642 -2.3565
C -1.0218 -2.4163 -2.5446
Ge -0.1249 -3.3338 -0.9997
C 1.2579 -2.6177 0.2369
C 0.9054 -1.9051 1.3821
C 1.8602 -1.5398 2.3176
C 3.1916 -1.8802 2.1280
C 3.5562 -2.5944 0.9994
C 2.5957 -2.9645 0.0668
C -1.5752 -4.0653 0.1301
C -2.3459 -3.1434 0.8426
C -3.3904 -3.5557 1.6562
C -3.6998 -4.9042 1.7571
C -2.9442 -5.8328 1.0576
C -1.8885 -5.4163 0.2581
C 0.8896 -4.5920 -2.1597
C 1.8446 -3.9768 -2.9757
C 2.5760 -4.6952 -3.9072
C 2.3546 -6.0576 -4.0561
C 1.4052 -6.6844 -3.2664
C 0.6822 -5.9576 -2.3283
H -2.3001 -0.8395 -3.3115
H -2.7078 -1.3674 -1.6639
H -0.2408 -2.2047 -3.2765
H -1.6439 -3.2115 -2.9612
H -0.1304 -1.6414 1.5457
H 1.5723 -0.9972 3.2104
H 3.9342 -1.5965 2.8620
H 4.5903 -2.8790 0.8494
H 2.9025 -3.5454 -0.7919
H -2.1259 -2.0842 0.7528
H -3.9657 -2.8240 2.2098
H -4.5273 -5.2274 2.3754
H -3.1799 -6.8867 1.1361
H -1.3075 -6.1639 -0.2639
H 2.0190 -2.9091 -2.8781
H 3.3118 -4.1922 -4.5221
H 2.9197 -6.6232 -4.7856
H 1.2214 -7.7449 -3.3861
H -0.0540 -6.4745 -1.7278
*
```

Properties
ΔE to the lowest compared entry with this formula, charge and spin in eV: 0.0000
Maximum force in Eh/bohr: 0.05932
HOMO-LUMO gap in eV: 7.1982

---

(3)
Below is a 2-piece molecular cluster, C24H20F4NO2 overall at a distorted geometry, with properties calculated with wB97M-V/def2-TZVPD.

```
! RIJCOSX wB97M-V def2-TZVPD def2/J DEFGRID3
* xyz 1 1
C -1.8850 3.2796 4.9595
O -1.3977 1.9422 4.7167
C -1.5855 1.4224 3.4772
C -1.1228 0.1027 3.2587
C -1.2414 -0.4625 2.0036
C -1.8111 0.2447 0.9176
C -1.8991 -0.3399 -0.4401
C -1.2184 -1.4630 -0.8039
N -2.7187 0.3225 -1.3562
C -2.5630 0.2885 -2.7267
C -3.5577 1.1239 -3.5019
O -1.6788 -0.3466 -3.2871
C -2.2622 1.5561 1.1546
C -2.1730 2.1457 2.4118
H -1.6150 3.4857 5.9937
H -1.4013 3.9992 4.2862
H -2.9742 3.3332 4.8305
H -0.6680 -0.4365 4.0896
H -0.8997 -1.4860 1.8510
H -1.3171 -1.8744 -1.8010
H -0.6276 -1.9862 -0.0597
H -3.4781 0.9049 -1.0324
H -4.4407 1.4071 -2.9244
H -3.0537 2.0252 -3.8667
H -3.8662 0.5510 -4.3790
H -2.6891 2.1569 0.3492
H -2.5452 3.1617 2.5685
F 2.7215 -0.6344 3.3339
C 2.4887 0.0840 2.1797
C 2.2520 1.4504 2.3132
C 2.0010 2.1460 1.1290
F 1.7755 3.5015 1.2027
C 1.9704 1.5377 -0.1058
C 2.2070 0.1323 -0.2270
C 2.1459 -0.3839 -1.5424
C 2.3298 -1.6932 -2.0417
C 2.4374 -1.8030 -3.4656
C 2.6130 -3.0346 -4.0571
F 2.7182 -3.0971 -5.4285
C 2.6851 -4.2253 -3.3299
C 2.5724 -4.1065 -1.9461
F 2.6214 -5.2649 -1.1978
C 2.3943 -2.8993 -1.2813
C 2.5073 -0.5894 0.9664
H 2.2651 1.9478 3.2758
H 1.7790 2.1063 -1.0146
H 1.9883 0.3738 -2.3161
H 2.3721 -0.8895 -4.0545
H 2.8145 -5.1840 -3.8182
H 2.2691 -2.8894 -0.2037
H 2.7614 -1.6434 0.9402
*
```

Properties
ΔE to the lowest compared entry with this formula, charge and spin in eV: 0.0897
Maximum force in Eh/bohr: 0.03572
HOMO-LUMO gap in eV: 4.1272

---

(4)
Below is C39H48HgP2Si as an isolated structure at a distorted geometry, with properties calculated with wB97M-V/def2-TZVPD.

```
! RIJCOSX wB97M-V def2-TZVPD def2/J DEFGRID3
* xyz 0 1
Hg 1.6737 -1.1472 -4.9076
C -3.3428 0.5279 0.6148
C -3.5403 0.3704 -0.6957
C -3.6704 1.5006 -1.6766
C -2.3392 1.7335 -2.4141
C -1.2007 2.1074 -1.5045
C -1.2270 2.6262 -0.2643
C -2.4040 2.9824 0.6065
C -3.2891 1.8708 1.2785
C 3.8452 -1.1897 -5.0553
H -3.3026 -0.3418 1.2800
H -3.5542 -0.6407 -1.1265
H -3.9859 2.4424 -1.2072
H -4.4566 1.2472 -2.4071
H -2.0430 0.8177 -2.9573
H -2.4844 2.5026 -3.1968
H -0.2274 2.0518 -2.0152
H -0.2622 2.9586 0.1527
H -3.1009 3.6579 0.0759
H -1.9736 3.5942 1.4260
H -2.9586 1.7545 2.3214
H -4.3185 2.2795 1.3148
H 4.2426 -1.9757 -4.3969
H 4.2424 -0.2146 -4.7323
H 4.2001 -1.3873 -6.0806
P -0.2687 -1.6524 -6.2936
P 2.1980 0.4939 -7.2733
C -0.5732 -0.0439 -7.0336
C 0.4504 0.5501 -7.7219
C -0.1992 -2.7338 -7.7635
C -1.1620 -2.5860 -8.7743
C -1.2575 -3.5388 -9.7895
C -0.3556 -4.6055 -9.8274
C 0.6777 -4.6798 -8.8893
C 0.7750 -3.7386 -7.8628
C -1.7624 -2.2769 -5.4799
C -2.7719 -1.4122 -5.0365
C -3.9226 -1.9483 -4.4585
C -4.0033 -3.3140 -4.1621
C -2.9651 -4.1759 -4.5473
C -1.8901 -3.6692 -5.2733
C 2.9112 0.5762 -9.0148
C 2.4283 -0.3500 -9.9617
C 2.6809 -0.1558 -11.3206
C 3.4585 0.9260 -11.7523
C 4.0686 1.7480 -10.8007
C 3.8237 1.5591 -9.4356
C 2.4356 2.2318 -6.7103
C 3.6975 2.6558 -6.2462
C 3.8653 3.9566 -5.7587
C 2.7841 4.8478 -5.7281
C 1.5367 4.4387 -6.2137
C 1.3700 3.1416 -6.7062
H -1.5935 0.3651 -6.9899
H 0.2557 1.1801 -8.6037
H -1.8433 -1.7313 -8.7605
H -2.0416 -3.4489 -10.5401
H -0.4597 -5.3732 -10.5939
H 1.4074 -5.4854 -8.9517
H 1.5884 -3.7777 -7.1333
H -2.6692 -0.3339 -5.1421
H -4.7576 -1.2767 -4.2407
H -4.8695 -3.7047 -3.6275
H -2.9924 -5.2364 -4.2779
H -1.1365 -4.3602 -5.6659
H 1.8197 -1.1968 -9.6345
H 2.2565 -0.8430 -12.0496
H 3.5981 1.1167 -12.8189
H 4.7277 2.5543 -11.1229
H 4.3126 2.2050 -8.7041
H 4.5526 1.9779 -6.2695
H 4.8456 4.2892 -5.4084
H 2.9117 5.8615 -5.3385
H 0.6918 5.1320 -6.2217
H 0.3966 2.8440 -7.0924
C 2.7470 -2.5017 -0.7125
Si 1.2452 -1.4745 -1.2001
C -0.0975 -1.6200 0.1455
C 1.8058 0.3202 -0.9948
C 0.6669 -1.8334 -2.9707
H 3.1625 -2.1215 0.2326
H 3.5455 -2.4470 -1.4674
H 2.5064 -3.5605 -0.5568
H 0.3513 -1.6065 1.1520
H -0.8261 -0.7966 0.1227
H -0.6550 -2.5590 0.0328
H 2.5574 0.6069 -1.7472
H 0.9512 1.0069 -1.0716
H 2.2492 0.4774 0.0063
H 0.6679 -2.9253 -3.1543
H -0.3927 -1.5404 -3.0439
*
```

Properties
ΔE to the lowest compared entry with this formula, charge and spin in eV: 1.0788
Maximum force in Eh/bohr: 0.05045
HOMO-LUMO gap in eV: 6.3472

---

(5)
Below is one molecule with the formula C2H9N3OS at a distorted geometry, with properties calculated with wB97M-V/def2-TZVPD.

```
! RIJCOSX wB97M-V def2-TZVPD def2/J DEFGRID3
* xyz 0 1
C 2.5608 -0.4092 -0.2083
N 1.4716 -0.0172 0.6847
S 0.1365 0.3053 -0.0093
N -0.4481 1.7771 0.5897
O 0.0917 0.6336 -1.4568
N -1.1207 -0.7016 0.6257
C -2.2964 -0.6859 -0.2298
H 2.1973 -0.3643 -1.1573
H 2.6430 -1.5729 0.0811
H 3.5267 0.0409 0.1102
H -0.1215 1.9727 1.4978
H -0.2854 2.5307 -0.0577
H -0.7204 -1.5916 0.9243
H -3.1721 -0.8302 0.3422
H -2.0715 0.3256 -0.6404
H -2.3913 -1.4131 -1.0960
*
```

Properties
ΔE to the lowest compared entry with this formula, charge and spin in eV: 0.9815
Maximum force in Eh/bohr: 0.11521
SMILES: CN=[S@@](N)(=O)NC
HOMO-LUMO gap in eV: 9.5668

---

Number 1: LUMO energy -4.303 eV, highest occupied orbital energy -14.143 eV, calculated total energy -8276.8153 eV. Number 2: LUMO energy -0.257 eV, highest occupied orbital energy -7.455 eV, calculated total energy -127071.1774 eV. Number 3: LUMO energy -6.428 eV, highest occupied orbital energy -10.555 eV, calculated total energy -41659.2427 eV. Number 4: LUMO energy -0.173 eV, highest occupied orbital energy -6.521 eV, calculated total energy -71847.8528 eV. Number 5: LUMO energy 0.814 eV, highest occupied orbital energy -8.753 eV, calculated total energy -19569.8368 eV.